11
Properties=species:S:1:pos:R:3:mulliken_spin:R:1 method="wB97M-V/def2-TZVPD" energy_ha=-1025.99238 homo_lumo_gap_ha="0.1400 / 0.2643" spin_multiplicity=2 s_squared=0.75 total_charge=-2 e_homo_ev="2.2 / -1.2"
C 0.63 0.90 -0.14 -0.03
S 0.63 0.18 1.64 0.48
S -1.13 1.31 2.54 0.54
H -0.17 1.60 -0.39 0.01
H 1.56 1.39 0.12 0.03
H 0.54 0.16 -0.93 -0.01
H -2.09 0.58 1.94 -0.02
O -0.26 -1.94 -2.00 0.00
C -0.10 -1.21 -2.98 0.00
O 0.85 -1.17 -3.79 0.00
H -0.91 -0.50 -3.25 0.00